17
Properties=species:S:1:pos:R:3:forces:R:3:lowdin_charge:R:1 method="wB97M-V/def2-TZVPD" total_charge=+1 homo_energy_ev="-13.71 / -13.71" orbital_gap_ev="7.703 / 7.704" de_lowest_kcal_mol=101.9
C 1.099 -0.972 -2.370 -1.42 -0.95 -2.71 0.011
C 1.118 0.242 -1.955 -1.40 -0.24 0.53 -0.178
C -1.396 1.495 0.620 -2.77 -0.14 0.02 0.095
C -1.037 0.234 0.647 -2.26 0.04 0.36 -0.219
C 0.760 -1.392 0.793 0.48 2.35 0.64 0.177
C 1.100 1.260 -1.154 -0.35 0.59 -1.16 -0.011
N 0.237 -0.145 0.889 6.05 -3.31 1.03 0.003
H 0.870 -1.279 -3.488 0.83 0.45 2.62 0.133
H -2.550 1.652 0.484 2.74 0.45 0.20 0.153
H -0.596 2.186 0.738 -0.35 1.32 0.32 0.068
H -1.794 -0.492 0.485 -0.05 -1.10 -0.07 0.133
H 0.890 -1.643 -1.530 0.41 -0.62 -0.44 0.038
H 1.884 -1.696 0.741 -2.01 1.47 0.50 0.168
H 0.107 -2.223 0.878 -0.92 -0.52 -0.66 0.101
H 0.265 1.846 -0.766 0.62 -0.36 -0.89 0.047
H 2.072 1.607 -1.187 2.05 1.65 0.96 0.064
H 0.969 0.576 1.221 -1.66 -1.08 -1.26 0.217